(1)
97
Properties=species:S:1:pos:R:3:lowdin_charge:R:1 method="wB97M-V/def2-TZVPD" homo_lumo_gap_ev=9.24 homo_energy_ha=-0.346
Mg -0.079 -0.625 -1.847 0.40
Mg -1.001 -0.022 2.015 0.50
B 0.539 -2.444 -2.387 -0.34
H 1.516 -2.085 -2.102 -0.02
H 0.185 -1.768 -3.150 -0.03
H 0.571 -3.475 -2.702 0.00
H -0.032 -2.310 -1.481 -0.04
B -2.086 -0.192 -2.168 -0.38
H -3.069 0.005 -2.566 0.00
H -1.522 -0.385 -3.068 -0.03
H -1.579 0.630 -1.686 -0.04
H -2.005 -1.024 -1.486 -0.02
B 0.387 0.147 0.114 -0.41
H 0.821 0.342 1.083 -0.02
H -0.359 -0.626 0.214 -0.01
H 0.068 1.017 -0.440 0.01
H 1.176 -0.383 -0.397 0.00
B -0.055 -1.304 3.241 -0.36
H 0.335 -1.252 2.237 -0.04
H -1.121 -1.409 3.114 -0.03
H 0.319 -2.203 3.706 0.01
H 0.115 -0.367 3.750 -0.02
C 3.399 -2.190 2.219 -0.29
C 3.827 -1.663 0.892 -0.22
C 3.898 -2.869 -0.006 -0.17
S 4.365 -4.375 1.107 0.74
O 5.767 -4.598 1.028 -0.35
O 3.416 -5.495 0.848 -0.37
C 4.120 -3.376 2.731 -0.17
H 2.352 -2.489 2.270 0.11
H 3.442 -1.333 2.891 0.11
H 4.800 -1.219 1.105 0.13
H 3.070 -1.003 0.468 0.10
H 4.642 -2.926 -0.801 0.10
H 2.914 -3.171 -0.364 0.09
H 5.147 -3.079 2.946 0.09
H 3.726 -4.056 3.486 0.11
C 2.939 1.624 2.416 -0.20
C 2.779 2.970 1.655 -0.16
C 1.343 3.435 1.986 -0.22
S 0.635 2.598 3.390 0.81
O -0.264 1.551 2.876 -0.37
O 0.264 3.555 4.448 -0.30
C 2.246 1.807 3.761 -0.19
H 3.998 1.465 2.623 0.12
H 2.554 0.773 1.855 0.08
H 2.929 2.759 0.596 0.11
H 3.421 3.806 1.932 0.11
H 0.606 3.507 1.186 0.11
H 1.389 4.478 2.298 0.10
H 2.066 0.993 4.462 0.11
H 2.800 2.514 4.379 0.11
C -1.715 -4.969 0.359 -0.16
C -2.689 -4.257 -0.685 -0.19
C -3.714 -3.277 -0.122 -0.17
S -2.870 -2.795 1.511 0.83
O -3.815 -2.899 2.640 -0.34
O -2.210 -1.478 1.282 -0.42
C -1.486 -4.069 1.595 -0.15
H -0.711 -5.124 -0.035 0.12
H -2.213 -5.884 0.684 0.11
H -3.319 -4.994 -1.182 0.11
H -2.141 -3.744 -1.477 0.10
H -4.680 -3.747 0.061 0.10
H -3.948 -2.389 -0.709 0.09
H -1.496 -4.600 2.547 0.11
H -0.614 -3.443 1.403 0.09
C -5.581 2.281 -0.496 -0.22
C -4.495 2.813 -1.470 -0.21
C -3.341 3.138 -0.602 -0.19
S -3.325 2.051 0.921 0.79
O -3.482 2.946 2.082 -0.31
O -2.274 1.081 0.957 -0.32
C -4.947 1.462 0.528 -0.24
H -6.244 1.639 -1.076 0.12
H -6.174 3.113 -0.117 0.12
H -4.710 3.588 -2.206 0.12
H -4.267 2.039 -2.204 0.10
H -3.344 4.184 -0.296 0.11
H -2.422 3.061 -1.184 0.09
H -5.591 1.253 1.383 0.13
H -4.799 0.554 -0.056 0.12
C 2.557 3.690 -3.642 -0.26
C 1.252 4.498 -3.738 -0.19
C 0.042 3.456 -3.421 -0.13
S 0.676 1.841 -4.279 0.79
O 0.068 1.781 -5.589 -0.30
O 0.555 0.798 -3.278 -0.34
C 2.382 2.542 -4.540 -0.22
H 2.731 3.307 -2.636 0.11
H 3.419 4.316 -3.872 0.12
H 1.140 4.966 -4.716 0.11
H 1.348 5.265 -2.969 0.10
H -0.933 3.861 -3.692 0.09
H 0.145 3.270 -2.352 0.08
H 2.392 2.853 -5.585 0.11
H 3.128 1.759 -4.404 0.11


(2)
30
Properties=species:S:1:pos:R:3:nbo_charge:R:1 method="wB97M-V/def2-TZVPD" homo_lumo_gap_ev=10.19 smiles=CO[C@H](O)CN.CCOCC homo_energy_ha=-0.343
C 0.995 -2.543 -0.108 -0.27
O 1.482 -1.258 0.237 -0.54
C 2.206 -0.633 -0.790 0.35
O 1.385 -0.364 -1.911 -0.74
C 3.436 -1.400 -1.254 -0.27
N 4.488 -0.514 -1.787 -0.82
H 0.395 -2.885 0.725 0.19
H 0.391 -2.516 -1.010 0.19
H 1.800 -3.264 -0.248 0.17
H 2.545 0.310 -0.364 0.15
H 0.887 0.447 -1.709 0.48
H 3.185 -2.113 -2.031 0.20
H 3.847 -1.911 -0.391 0.20
H 4.072 0.156 -2.425 0.36
H 4.881 0.012 -1.015 0.35
C -3.227 2.527 2.014 -0.64
C -2.561 2.488 0.649 -0.06
O -1.328 1.792 0.633 -0.54
C -1.388 0.419 0.988 -0.08
C -2.250 -0.416 0.057 -0.65
H -2.531 2.897 2.768 0.21
H -4.096 3.186 1.987 0.22
H -3.570 1.541 2.329 0.20
H -2.320 3.503 0.333 0.19
H -3.245 2.076 -0.102 0.16
H -1.716 0.303 2.028 0.16
H -0.361 0.063 0.938 0.21
H -3.309 -0.161 0.136 0.20
H -2.146 -1.474 0.301 0.22
H -1.947 -0.267 -0.981 0.21


(3)
17
Properties=species:S:1:pos:R:3:nbo_charge:R:1 method="wB97M-V/def2-TZVPD" homo_lumo_gap_ev="6.89 / 6.16" s2=8.76 multiplicity=6 total_charge=+2 homo_energy_ha="-0.585 / -0.745"
H -1.069 3.257 -0.879 0.29
C 1.095 2.696 1.296 -0.28
O 0.083 1.705 1.382 -0.59
C -0.758 1.463 0.261 0.41
C -1.520 2.754 -0.014 -0.71
H 1.939 2.302 1.872 0.26
H 1.290 2.895 0.234 0.23
H 0.797 3.645 1.759 0.25
H -0.438 1.274 -0.779 0.26
H -1.522 3.475 0.812 0.28
H -2.556 2.488 -0.260 0.29
H -0.799 -0.187 -0.695 0.31
C -1.665 -0.788 0.062 -0.25
O -1.515 0.183 1.019 -0.39
Rh -0.382 0.261 2.715 1.03
H -1.762 -1.802 0.466 0.30
H -2.488 -0.757 -0.662 0.34


(4)
15
Properties=species:S:1:pos:R:3:nbo_charge:R:1 method="wB97M-V/def2-TZVPD" homo_lumo_gap_ev=10.76 smiles="CCC(N)=O.O" homo_energy_ha=-0.366
C -1.391 -1.209 1.473 -0.60
C -1.303 -1.970 0.069 -0.52
C -0.526 -1.092 -0.927 0.67
N -0.405 -1.669 -2.195 -0.81
O 0.094 0.005 -0.612 -0.61
H -2.228 -0.582 1.597 0.21
H -0.523 -0.621 1.751 0.23
H -1.429 -2.027 2.082 0.20
H -1.220 -3.136 0.194 0.25
H -2.385 -1.818 -0.376 0.22
H -0.925 -2.444 -2.388 0.37
H -0.402 -1.013 -3.018 0.40
O 4.542 5.875 0.891 -0.94
H 3.799 6.282 1.318 0.47
H 4.302 5.419 0.141 0.47


(5)
94
Properties=species:S:1:pos:R:3:lowdin_spin:R:1 method="wB97M-V/def2-TZVPD" homo_lumo_gap_ev="6.03 / 7.04" s2=0.76 multiplicity=2 total_charge=-1 homo_energy_ha="-0.133 / -0.171"
Cu -1.175 1.607 0.089 0.40
Cl 0.823 8.176 -0.589 0.01
C 0.408 6.605 0.075 0.04
C -0.804 6.431 0.717 0.00
C -1.124 5.187 1.240 0.03
C -0.250 4.096 1.147 0.02
C -0.622 2.775 1.656 0.22
C 0.965 4.312 0.478 0.03
C 1.295 5.549 -0.053 0.00
H -1.492 7.262 0.804 0.00
H -2.079 5.051 1.735 0.00
H -1.458 2.773 2.349 0.01
H 0.213 2.164 2.007 0.02
H 1.630 3.468 0.334 0.00
H 2.231 5.697 -0.575 0.00
C -3.257 1.675 -3.442 0.00
Ge -3.967 1.721 -1.621 0.03
C -4.265 -0.155 -1.118 0.00
C -5.754 2.537 -1.704 0.02
C -2.775 2.650 -0.442 0.14
H -3.904 1.083 -4.093 0.00
H -2.260 1.228 -3.440 0.00
H -3.177 2.684 -3.852 0.00
H -5.022 -0.604 -1.765 0.00
H -4.595 -0.224 -0.079 0.00
H -3.336 -0.723 -1.225 0.00
H -6.368 2.065 -2.475 0.00
H -5.675 3.604 -1.924 0.00
H -6.259 2.425 -0.742 0.00
H -3.315 2.978 0.452 0.00
H -2.410 3.542 -0.964 0.01
C -4.264 -3.780 0.345 0.00
C -3.957 -4.330 1.736 0.00
C -5.127 -4.114 2.688 0.00
C -2.654 -3.759 2.279 0.00
N -2.696 -2.320 2.491 0.00
C -2.396 -1.337 1.649 0.00
N -2.598 -0.188 2.240 0.00
N -3.021 -0.497 3.494 0.00
N -3.085 -1.773 3.654 0.00
H -5.130 -4.282 -0.089 0.00
H -3.424 -3.912 -0.341 0.00
H -4.493 -2.711 0.385 0.00
H -3.774 -5.407 1.652 0.00
H -5.353 -3.051 2.795 0.00
H -4.916 -4.506 3.685 0.00
H -6.020 -4.612 2.304 0.00
H -1.848 -3.937 1.566 0.00
H -2.375 -4.213 3.229 0.00
H -2.004 -1.477 0.652 0.00
C 2.489 -1.846 3.265 0.00
C 2.517 -2.122 1.769 0.00
C 3.817 -2.812 1.373 0.00
C 1.318 -2.972 1.367 0.00
O 2.458 -0.846 1.147 0.00
Si 2.014 -0.338 -0.363 0.00
S -0.006 -0.185 -0.756 0.03
O 2.791 1.102 -0.516 0.00
C 4.139 1.456 -0.202 0.00
C 4.206 1.855 1.270 0.00
C 5.092 0.299 -0.474 0.00
C 4.478 2.631 -1.106 0.00
O 2.666 -1.493 -1.353 0.00
C 2.600 -1.678 -2.764 0.00
C 2.510 -0.340 -3.492 0.00
C 3.873 -2.411 -3.163 0.00
C 1.375 -2.537 -3.056 0.00
H 2.558 -2.778 3.833 0.00
H 1.563 -1.336 3.536 0.00
H 3.329 -1.206 3.540 0.00
H 3.857 -3.817 1.803 0.00
H 4.674 -2.245 1.743 0.00
H 3.890 -2.885 0.287 0.00
H 1.315 -3.901 1.943 0.00
H 1.344 -3.215 0.302 0.00
H 0.400 -2.419 1.563 0.00
H 3.778 1.065 1.887 0.00
H 3.653 2.777 1.454 0.00
H 5.245 2.014 1.572 0.00
H 4.842 -0.577 0.131 0.00
H 6.110 0.610 -0.231 0.00
H 5.060 0.008 -1.524 0.00
H 3.772 3.443 -0.943 0.00
H 4.415 2.332 -2.154 0.00
H 5.488 2.997 -0.906 0.00
H 3.328 0.315 -3.184 0.00
H 1.569 0.170 -3.275 0.00
H 2.588 -0.505 -4.569 0.00
H 4.745 -1.764 -3.058 0.00
H 3.818 -2.742 -4.202 0.00
H 4.014 -3.285 -2.524 0.00
H 0.475 -2.016 -2.729 0.00
H 1.448 -3.482 -2.511 0.00
H 1.295 -2.754 -4.125 0.00


(6)
93
Properties=species:S:1:pos:R:3:lowdin_charge:R:1 method="wB97M-V/def2-TZVPD" homo_lumo_gap_ev=7.41 total_charge=+1 homo_energy_ha=-0.388
C 1.939 -6.206 -0.148 -0.09
C 2.394 -5.136 -1.155 -0.21
C 1.302 -4.125 -1.486 -0.14
O 1.870 -2.773 -1.691 -0.01
N 1.700 -1.986 -0.624 -0.04
C 2.100 -2.104 0.630 0.00
N 1.789 -1.037 1.343 0.21
C 1.172 -0.201 0.518 -0.33
N 0.724 1.018 0.830 0.21
N 1.055 -0.775 -0.725 0.18
C 0.501 -0.292 -1.990 -0.39
F 0.280 1.013 -1.858 0.19
F 1.424 -0.479 -2.925 0.19
C -0.823 -1.008 -2.459 -0.32
F -0.795 -0.997 -3.797 0.18
F -0.795 -2.281 -2.040 0.17
C -2.213 -0.378 -2.089 -0.34
F -2.345 0.750 -2.790 0.18
F -3.118 -1.278 -2.513 0.17
C -2.484 -0.088 -0.579 -0.32
F -1.711 -0.958 0.124 0.15
F -2.086 1.154 -0.290 0.16
C -3.927 -0.285 -0.005 -0.33
F -3.782 -0.040 1.308 0.17
F -4.281 -1.567 -0.156 0.17
C -5.041 0.676 -0.575 -0.32
F -5.476 1.436 0.440 0.16
F -4.490 1.479 -1.502 0.16
C -6.331 0.014 -1.165 -0.34
F -6.875 -0.747 -0.202 0.17
F -7.149 1.047 -1.433 0.17
C -6.236 -0.825 -2.477 -0.51
F -5.767 -2.058 -2.220 0.17
F -7.454 -0.924 -3.022 0.20
F -5.409 -0.220 -3.347 0.17
H 2.773 -6.516 0.487 0.08
H 1.581 -7.108 -0.650 0.08
H 1.146 -5.840 0.511 0.07
H 2.723 -5.590 -2.092 0.11
H 3.261 -4.596 -0.755 0.11
H 0.535 -4.068 -0.707 0.12
H 0.818 -4.363 -2.431 0.10
H 2.641 -2.971 0.985 0.17
H 0.892 1.811 0.236 0.12
H 0.294 1.178 1.726 0.13
C 4.296 1.874 3.615 -0.35
O 4.160 1.126 2.658 -0.02
N 3.576 2.995 3.793 -0.19
C 3.759 3.874 4.934 -0.05
C 2.591 3.301 2.778 -0.05
H 5.025 1.691 4.419 0.13
H 2.837 3.946 5.514 0.09
H 4.060 4.870 4.613 0.09
H 4.550 3.479 5.565 0.08
H 1.874 2.482 2.720 0.06
H 3.074 3.396 1.804 0.09
H 2.080 4.229 3.023 0.09
C -10.167 1.384 3.124 -0.35
O -11.135 1.674 3.793 0.02
N -9.072 2.167 2.993 -0.20
C -7.940 1.778 2.185 -0.08
C -9.050 3.438 3.696 -0.04
H -10.094 0.441 2.554 0.13
H -7.033 1.705 2.790 0.09
H -7.766 2.499 1.383 0.09
H -8.139 0.804 1.739 0.07
H -9.148 3.286 4.771 0.09
H -9.877 4.072 3.374 0.09
H -8.108 3.940 3.486 0.08
C 7.532 4.943 3.994 -0.34
O 6.785 4.654 4.912 0.00
N 8.310 4.066 3.334 -0.19
C 9.190 4.476 2.260 -0.06
C 8.271 2.667 3.724 -0.03
H 7.643 5.978 3.629 0.14
H 8.932 3.967 1.329 0.09
H 10.231 4.250 2.501 0.09
H 9.097 5.549 2.106 0.08
H 7.268 2.259 3.598 0.07
H 8.554 2.550 4.771 0.10
H 8.963 2.109 3.099 0.09
C 1.695 -3.675 -5.000 -0.33
O 1.751 -4.709 -4.349 0.00
N 1.560 -3.628 -6.330 -0.19
C 1.499 -2.374 -7.056 -0.05
C 1.475 -4.881 -7.067 -0.03
H 1.756 -2.678 -4.531 0.12
H 0.555 -2.285 -7.596 0.09
H 2.318 -2.302 -7.773 0.09
H 1.579 -1.546 -6.354 0.08
H 0.617 -5.464 -6.731 0.10
H 2.372 -5.479 -6.908 0.10
H 1.370 -4.659 -8.125 0.09


Table of electronic energy (eV), in record order: -109885.314; -15198.725; -11383.194; -8841.080; -174412.557; -94888.228